The following is a quantum chemistry calculation of a 2-piece molecular cluster, C4H8N3OPS overall, from the OMol25 dataset.

The geometry in XYZ format:
```
18
Properties=species:S:1:pos:R:3:nbo_charge:R:1
C 0.372 2.599 -0.623 -0.05
C 0.984 0.648 -1.348 0.05
C -0.451 0.484 -1.403 -0.71
C 1.816 -0.245 -1.782 -0.41
N 1.368 1.852 -0.827 -0.44
N -0.164 -2.143 -0.529 -1.14
N -0.976 -0.326 2.938 -1.11
O -2.540 -1.134 -0.585 -1.02
P -1.111 -0.802 -0.444 1.94
S -1.238 2.095 -1.075 0.32
H 0.529 3.592 -0.097 0.22
H -1.517 -1.107 3.404 0.37
H 1.529 -1.137 -2.314 0.22
H 2.783 0.141 -1.848 0.21
H 0.693 -1.809 -0.087 0.39
H -0.441 -2.861 0.164 0.41
H -0.114 -0.369 3.533 0.37
H -1.523 0.521 2.924 0.38
```

DFT total energy: -1136.20336 a.u.